# 1
Below is the molecule C5H10O4 at a distorted geometry, with properties calculated with ωB97M-V/def2-TZVPD.

The calculated total energy is -497.4253 hartree. Its SMILES is CC(C)(C=O)C(O)(O)O. For the HOMO-LUMO gap, the calculation gives 0.3691 hartree. For the energy above the lowest of the compared OMol25 structures with the same formula, charge and spin, the calculation gives 52.10 kcal per mole. As for the multiplicity: 1.

CARTESIAN COORDINATES (ANGSTROEM)
O1 2.265 0.227 -0.863
O2 1.936 -0.489 1.242
O3 1.160 -1.745 -0.585
O4 1.023 2.473 0.134
C1 -0.090 0.392 0.147
C2 -1.059 -0.321 1.109
C3 -0.805 0.544 -1.241
C4 1.424 -0.517 -0.093
C5 0.271 1.701 0.667
H1 -1.265 -1.432 0.849
H2 -1.139 -0.462 -1.651
H3 -0.148 1.923 1.627
H4 -1.967 0.092 0.909
H5 -1.650 1.372 -1.236
H6 2.426 -1.361 1.295
H7 1.997 -1.944 -1.099
H8 -0.815 -0.287 2.088
H9 2.635 0.975 -0.349
H10 -0.039 0.984 -2.052

# 2
Below is a cluster of 2 separate species, C5H10O4 in total at a distorted geometry, with properties calculated with ωB97M-V/def2-TZVPD.

The calculated total energy is -497.4356 hartree. Its SMILES is COC(=O)[C@@]1(C)CO1.O. For the HOMO-LUMO gap, the calculation gives 0.4110 hartree. For the energy above the lowest of the compared OMol25 structures with the same formula, charge and spin, the calculation gives 45.66 kcal per mole. As for the multiplicity: 1.

CARTESIAN COORDINATES (ANGSTROEM)
O1 1.006 -1.756 -1.149
O2 0.452 2.884 0.407
O3 -1.557 -2.210 -0.278
O4 1.186 0.087 0.117
C1 -1.345 -0.207 1.182
C2 -0.938 -0.959 -0.057
C3 2.552 0.254 -0.270
C4 -1.912 -1.174 -1.173
C5 0.499 -0.863 -0.509
H1 3.128 -0.629 0.031
H2 -1.347 0.872 0.985
H3 2.894 1.169 0.222
H4 -1.542 -1.312 -2.192
H5 0.584 1.963 0.664
H6 -0.697 -0.451 2.033
H7 -2.375 -0.473 1.448
H8 2.640 0.389 -1.355
H9 -0.302 3.199 0.952
H10 -2.926 -0.783 -1.057